[1]
The following is a quantum chemistry calculation of a molecular structure, C26H42N5O4PS2SiSr, from the Open Molecules 2025 dataset.

Each line ends with the Löwdin charge.
Geometry (Å):
H (-1.918, -0.087, 0.046)  0.05
N (-1.368, 1.382, -2.549)  -0.18
C (4.515, -1.692, 1.302)  -0.03
H (-0.538, -4.593, 0.169)  0.00
H (-0.772, 4.176, -3.763)  0.11
N (-1.392, 3.964, -1.746)  -0.19
P (-0.870, 2.452, -1.404)  0.50
H (4.530, 0.884, -2.315)  0.09
H (5.029, 0.399, 1.215)  0.12
C (-2.626, 4.601, -1.269)  -0.20
H (-3.120, 0.797, -5.291)  0.11
C (1.449, -0.789, 4.337)  -0.06
Sr (1.797, 0.481, -0.381)  1.34
H (5.071, 1.551, -0.901)  0.09
C (3.970, -1.475, -1.408)  -0.09
H (-1.679, 6.387, -3.948)  0.11
H (-2.079, 2.097, 3.240)  0.12
O (2.926, -3.997, 2.559)  -0.34
H (-2.427, -3.203, 3.656)  0.02
H (-3.521, 4.953, -3.200)  0.11
S (0.213, -1.800, 0.124)  0.50
H (-0.626, -0.231, -5.320)  0.11
H (3.424, -3.564, -1.277)  0.12
C (-0.441, 0.479, -3.259)  -0.19
C (-2.494, 0.834, 0.152)  -0.18
H (-3.302, 0.835, -0.579)  0.10
C (0.846, -2.024, 4.086)  -0.07
C (-3.005, 5.522, -2.422)  -0.17
O (3.246, -5.230, 0.471)  -0.35
C (1.673, 0.035, 3.266)  -0.18
H (1.211, -5.339, 4.032)  0.03
C (4.690, -0.473, 0.664)  -0.07
H (1.752, -0.498, 5.332)  0.10
C (-1.256, -0.014, -4.459)  -0.16
H (-0.148, -4.748, 5.018)  0.02
H (-1.787, -0.929, -4.191)  0.12
C (4.061, -2.801, 0.600)  -0.24
C (3.790, -2.691, -0.753)  -0.04
H (-2.794, -4.628, 2.673)  0.03
C (-0.061, -5.067, 1.025)  -0.19
H (0.451, 1.025, -3.576)  0.11
H (-1.722, 3.605, 1.400)  0.11
N (-1.623, 2.023, -0.021)  -0.18
H (3.764, -1.388, -2.472)  0.12
O (5.168, -4.697, 1.907)  -0.33
O (0.638, 2.428, -1.346)  -0.46
H (-3.854, 1.673, 1.609)  0.11
Si (-0.351, -4.108, 2.592)  0.50
N (1.310, -0.289, 2.015)  -0.13
C (-2.634, 1.509, -3.277)  -0.19
H (-2.500, -3.072, 1.891)  0.02
H (-1.054, 0.853, 2.512)  0.10
H (-0.377, -6.137, 3.963)  0.03
C (0.704, -1.475, 1.778)  -0.76
H (-0.182, 2.744, 1.368)  0.10
C (-0.766, 4.746, -2.827)  -0.18
N (4.391, 0.926, -1.313)  0.02
C (0.132, -5.174, 4.052)  -0.17
H (2.157, 0.999, 3.391)  0.10
H (-1.255, 6.781, -2.283)  0.11
H (4.715, -1.792, 2.362)  0.13
C (-2.261, 1.110, -4.700)  -0.16
H (-3.023, 2.525, -3.198)  0.10
C (-1.645, 5.995, -2.933)  -0.16
H (0.270, 4.980, -2.586)  0.11
H (-3.657, 6.337, -2.110)  0.11
S (3.829, -4.357, 1.472)  0.42
C (-1.807, 1.616, 2.302)  -0.15
H (-3.303, 0.037, 2.007)  0.12
H (-0.145, -0.363, -2.625)  0.08
C (4.431, -0.369, -0.701)  -0.45
H (0.697, -2.705, 4.916)  0.10
H (-0.495, -6.063, 1.160)  0.04
H (1.007, -5.179, 0.825)  0.01
C (0.472, -2.410, 2.812)  -0.26
C (-1.265, 2.618, 1.281)  -0.18
H (-3.389, 3.859, -1.036)  0.11
C (-2.192, -3.717, 2.720)  -0.18
H (-1.780, 1.951, -5.206)  0.11
C (-3.000, 0.992, 1.580)  -0.15
H (-3.389, 0.824, -2.876)  0.11
H (-2.434, 5.185, -0.362)  0.11

Output
HOMO level = -0.271 Eh
Energy above the lowest of the compared OMol25 structures with the same formula, charge and spin = 0.475 eV
Max |F| = 0.3 eV Å⁻¹

[2]
The following is a quantum chemistry calculation of 7 unconnected molecules or ions with the total composition C14H28Br14 in a non-equilibrium geometry, from the Open Molecules 2025 dataset.

Each line ends with the Löwdin charge.
Geometry (Å):
H (-7.878, -0.188, -8.259)  0.04
H (9.268, 4.947, -2.632)  0.04
H (-11.246, -3.657, 2.002)  0.06
H (7.677, 3.456, 4.684)  0.05
C (7.990, 4.108, 3.869)  -0.65
H (-7.168, -1.487, -5.981)  0.06
Br (9.715, 3.399, 3.207)  0.59
Br (6.646, 6.367, 5.208)  0.56
H (-2.199, -1.922, 7.036)  0.07
H (8.649, 7.882, -3.443)  0.05
H (-9.597, -4.265, 1.742)  0.06
H (4.153, -6.551, -2.770)  0.05
H (-0.806, -0.162, 7.304)  0.06
C (-1.586, 1.241, 0.746)  -0.65
Br (0.799, 2.783, 0.246)  0.63
Br (-10.989, -4.759, -0.409)  0.51
H (9.935, 7.030, -4.331)  0.03
H (7.228, 4.134, 3.090)  0.05
H (-5.693, -1.889, -6.868)  0.05
H (4.239, -6.356, -4.466)  0.06
H (-0.947, 0.729, 1.466)  0.06
Br (-5.794, 0.558, -6.382)  0.59
H (-10.349, -6.522, 1.942)  0.05
Br (-2.792, 1.003, 8.213)  0.59
H (8.596, 6.245, 3.589)  0.05
C (3.280, -4.649, -3.414)  -0.74
Br (-0.769, -3.044, 8.988)  0.54
H (-2.146, 2.082, 1.156)  0.05
H (-0.160, 0.684, -0.707)  0.05
H (-7.909, -2.002, -8.338)  0.05
C (8.639, 5.716, -3.080)  -0.71
H (-0.910, -0.181, 9.179)  0.04
C (-0.617, 1.608, -0.351)  -0.75
H (9.131, 5.534, 5.056)  0.04
C (9.399, 7.093, -3.384)  -0.62
C (-11.066, -5.782, 2.296)  -0.66
H (2.765, -4.258, -4.292)  0.05
C (8.276, 5.565, 4.379)  -0.68
C (-6.541, -1.204, -6.826)  -0.69
Br (1.796, -7.003, -3.828)  0.54
H (-2.993, -1.757, 8.569)  0.04
C (-2.016, -1.707, 8.088)  -0.64
Br (-12.947, -6.239, 1.822)  0.54
Br (7.916, 4.993, -4.699)  0.63
C (-10.656, -4.472, 1.583)  -0.60
C (3.615, -6.107, -3.607)  -0.64
C (-1.375, -0.365, 8.211)  -0.70
Br (4.957, -3.697, -3.169)  0.63
C (-7.320, -1.113, -8.110)  -0.68
Br (-3.000, 0.030, -0.012)  0.56
H (-11.019, -5.688, 3.381)  0.05
H (2.620, -4.566, -2.550)  0.05
H (-1.210, 2.098, -1.123)  0.05
Br (10.728, 7.518, -1.923)  0.53
Br (-6.044, -1.074, -9.601)  0.58
H (7.728, 5.865, -2.500)  0.04

Output
HOMO level = -0.364 Eh
Energy above the lowest of the compared OMol25 structures with the same formula, charge and spin = 2.362 eV
Max |F| = 1.8 eV Å⁻¹

[3]
The following is a quantum chemistry calculation of a gas-phase ion, C5H9N2O2 (charge +1) in a non-equilibrium geometry, from the Open Molecules 2025 dataset.

Each line ends with the Löwdin charge.
Geometry (Å):
H (-2.458, 0.829, 1.845)  0.09
C (-0.495, 1.160, 1.064)  -0.05
H (-3.332, -0.139, -0.209)  0.12
N (0.355, 1.269, 0.047)  0.17
N (-1.741, -0.021, -1.339)  0.17
H (-0.850, 0.383, -1.466)  0.07
H (2.677, 1.333, -1.903)  0.20
H (2.286, -0.602, 1.750)  0.10
O (2.135, 1.914, -1.273)  0.19
C (-2.358, 0.249, -0.128)  -0.07
C (2.001, -1.039, 0.759)  -0.14
H (2.643, -1.930, 0.637)  0.11
C (-1.837, 0.736, 1.034)  -0.05
O (2.338, -0.245, -0.330)  -0.09
C (1.558, 1.165, -0.401)  -0.26
H (0.855, -1.231, 0.921)  0.12
H (-2.287, -0.539, -2.066)  0.16
H (-0.197, 1.419, 2.087)  0.15

Output
Net charge = +1
HOMO level = -0.505 Eh
Energy above the lowest of the compared OMol25 structures with the same formula, charge and spin = 4.022 eV
Max |F| = 5.5 eV Å⁻¹

[4]
The following is a quantum chemistry calculation of a single C7H10N2 molecule in a non-equilibrium geometry, from the Open Molecules 2025 dataset.

Each line ends with the Löwdin charge.
Geometry (Å):
C (-0.941, -0.185, 0.498)  -0.36
H (1.384, 1.769, -1.402)  0.13
C (-0.241, 1.183, 0.134)  -0.16
C (-1.846, -0.861, -0.440)  -0.17
H (-2.603, 1.099, -0.030)  0.11
C (-1.661, 1.234, 0.623)  -0.07
H (1.077, -0.330, 1.592)  0.13
H (0.100, -1.981, 1.946)  0.17
H (0.712, -1.906, -0.789)  0.04
H (-2.059, 1.975, 1.518)  0.15
C (0.232, -1.050, 1.077)  -0.19
H (2.077, -1.672, 0.561)  0.16
H (2.596, -0.006, -1.217)  0.13
N (-2.745, -1.086, -1.267)  0.12
C (0.651, 0.937, -1.195)  -0.17
N (1.684, 0.053, -0.683)  -0.08
H (0.364, 1.386, 1.188)  0.18
C (1.129, -1.328, -0.116)  -0.19
H (0.090, 0.767, -1.997)  0.06

Output
HOMO level = -0.337 Eh
Energy above the lowest of the compared OMol25 structures with the same formula, charge and spin = 7.334 eV
Max |F| = 8.5 eV Å⁻¹

[5]
The following is a quantum chemistry calculation of a molecular structure, C14H21I2N5ORuS2, from the Open Molecules 2025 dataset.

Each line ends with the Löwdin charge.
Geometry (Å):
N (1.185, -3.374, -1.268)  0.05
C (-3.295, 1.339, -2.615)  -0.41
H (-1.467, -0.957, -5.118)  0.14
H (1.376, -5.445, -1.653)  0.13
H (0.962, -2.947, -2.150)  0.14
H (-5.064, 1.055, -3.810)  0.14
N (-1.928, 3.110, 0.325)  0.21
H (1.714, 3.023, 4.200)  0.11
H (0.814, -3.602, 1.826)  0.16
H (-2.602, 3.736, 0.745)  0.15
H (0.151, 0.343, 5.891)  0.11
C (3.441, 2.374, -1.609)  -1.06
C (-1.230, 0.162, -3.340)  -0.01
S (-0.339, -1.579, 0.131)  0.59
H (-0.176, -0.046, -3.225)  0.08
H (-1.295, 0.708, 3.162)  0.16
H (-0.996, 3.071, 0.719)  0.08
C (-0.251, 1.232, 5.410)  0.01
H (3.247, 2.854, -2.559)  -0.01
Ru (0.532, 0.690, -0.259)  0.69
C (-1.946, -0.329, -4.379)  0.01
C (0.720, -2.931, -0.108)  -0.79
H (4.479, 2.440, -1.308)  -0.01
H (2.295, 1.490, 4.860)  0.11
N (0.360, 1.417, 4.083)  -0.14
H (-1.330, 1.138, 5.317)  0.10
H (2.194, 1.710, 3.102)  0.07
C (1.727, 1.943, 4.052)  0.01
H (2.912, -4.578, -1.549)  0.13
C (1.912, -4.655, -1.133)  -0.07
H (1.466, -5.804, 0.694)  0.13
H (-3.878, -0.443, -5.380)  0.14
H (-0.026, 2.099, 6.026)  0.11
S (-3.836, 2.433, -1.407)  1.24
I (2.937, 0.306, -1.787)  0.87
C (-2.223, 2.394, -0.725)  -0.60
H (2.917, -4.806, 0.823)  0.13
I (2.236, 3.275, -0.112)  0.88
N (1.100, -3.726, 0.869)  0.05
C (-0.291, 1.106, 2.999)  -0.27
C (1.919, -4.862, 0.399)  -0.07
O (0.157, 1.238, 1.823)  -0.29
C (-3.343, -0.019, -4.539)  0.06
C (-4.018, 0.816, -3.664)  -0.02
N (-1.323, 1.596, -1.345)  0.01
C (-1.894, 1.006, -2.414)  -0.25

Output
Net charge = +3
Multiplicity = 6
HOMO level (spin up / spin down) = -0.611 / -0.643 Eh
Energy above the lowest of the compared OMol25 structures with the same formula, charge and spin = 0.289 eV
Max |F| = 0.6 eV Å⁻¹

[6]
The following is a quantum chemistry calculation of 5 unconnected molecules or ions with the total composition C2H13NO4 in a non-equilibrium geometry, from the Open Molecules 2025 dataset.

Each line ends with the Löwdin charge.
Geometry (Å):
H (-1.039, -2.304, 0.195)  0.02
H (-0.634, -2.297, -3.022)  0.02
C (-1.266, -1.630, -2.609)  -0.03
H (-0.516, 0.330, 3.640)  0.06
H (1.060, -1.639, -1.667)  0.10
H (0.706, -0.143, -0.484)  0.07
H (1.015, 4.580, 0.384)  -0.02
H (1.058, -0.115, -2.252)  0.06
H (-1.070, -0.267, 2.334)  0.00
C (0.543, -0.630, -1.476)  -0.16
N (-0.881, -0.680, -1.765)  -0.07
O (-0.957, -1.908, 1.065)  -0.07
H (0.789, 1.268, 1.893)  -0.10
H (0.634, 3.198, -0.177)  0.05
O (1.136, 4.040, -0.347)  -0.06
H (-2.280, -1.930, -2.772)  0.06
H (2.001, 0.739, 1.110)  0.05
O (-0.693, 0.518, 2.717)  -0.03
H (-1.146, -2.629, 1.729)  0.08
O (1.539, 1.498, 1.502)  -0.01

Output
HOMO level = -0.376 Eh
Energy above the lowest of the compared OMol25 structures with the same formula, charge and spin = 2.408 eV
Max |F| = 7.0 eV Å⁻¹

[7]
The following is a quantum chemistry calculation of a molecular structure, CH4BrN2OY in a non-equilibrium geometry, from the Open Molecules 2025 dataset.

Each line ends with the Löwdin charge.
Geometry (Å):
C (0.171, 0.501, -0.416)  -0.75
O (-0.910, 0.640, -0.950)  0.00
H (1.345, -0.484, 0.859)  0.13
H (1.161, 1.870, -1.433)  0.14
H (-0.219, -1.239, 0.594)  -0.22
H (2.119, 1.123, -0.225)  0.13
Br (-1.688, -1.978, 0.584)  0.83
N (1.198, 1.300, -0.601)  0.21
Y (-3.598, -1.261, 1.136)  1.47
N (0.421, -0.471, 0.452)  0.07

Output
Net charge = +2
HOMO level = -0.609 Eh
Energy above the lowest of the compared OMol25 structures with the same formula, charge and spin = 0.225 eV
Max |F| = 9.9 eV Å⁻¹

[8]
The following is a quantum chemistry calculation of a molecular structure, C32H42N4O3Pd, from the Open Molecules 2025 dataset.

Each line ends with the Löwdin charge.
Geometry (Å):
C (-0.674, 3.571, 3.121)  -0.56
H (-3.787, 4.429, -3.008)  0.08
H (4.316, -5.186, -2.020)  0.07
H (1.409, 2.937, 3.225)  0.08
H (2.135, -5.229, -3.079)  0.08
H (-2.491, 3.213, -2.960)  0.08
C (-0.633, 1.218, 0.077)  -0.19
H (0.927, -3.983, -2.746)  0.05
H (-2.247, 4.800, -2.207)  0.08
H (-5.049, 4.997, -1.003)  0.07
C (1.727, -4.569, -2.306)  -0.04
H (1.341, -3.717, 3.546)  0.09
C (-4.591, 2.391, -1.362)  -0.05
C (-2.978, 4.009, -2.401)  -0.05
C (2.215, -1.946, 1.636)  -0.20
C (1.293, -1.760, -1.023)  -0.28
C (-0.303, 1.814, 1.294)  0.01
C (-2.946, -3.230, -6.126)  -0.29
H (-0.075, 5.534, 3.856)  0.07
H (-5.023, 2.028, -0.425)  0.08
C (-3.536, 3.470, -1.074)  -0.54
H (0.968, -1.239, 4.053)  0.09
C (-1.888, 3.501, 4.059)  -0.06
C (2.052, -1.113, 4.034)  -0.08
C (2.263, -2.713, -0.685)  -0.11
H (3.448, -3.522, 0.911)  0.08
H (2.909, -4.274, 2.963)  0.07
C (-1.659, -1.729, -4.660)  -0.52
H (4.761, -2.571, 2.486)  0.07
H (-1.657, 3.957, 5.028)  0.07
H (-0.491, -2.664, -3.298)  0.05
C (-1.666, 1.787, -0.726)  -0.30
H (-1.532, -3.725, -4.218)  0.09
H (3.835, -3.496, -3.674)  0.07
O (0.760, -1.698, -2.251)  -0.27
H (-2.747, 4.021, 3.632)  0.07
N (-0.009, 0.138, -0.529)  -0.07
C (3.938, -4.559, -1.208)  -0.09
N (-3.191, -4.313, -6.460)  0.08
H (-4.682, 4.311, 0.586)  0.08
C (-2.059, 3.410, 1.015)  -0.03
C (-2.610, -1.924, -5.712)  -0.23
H (3.571, -5.219, -0.418)  0.08
C (3.431, -2.830, -2.903)  -0.05
H (2.759, -3.646, 4.614)  0.07
C (-0.300, 5.044, 2.902)  -0.06
C (0.853, -0.821, -0.040)  -0.19
O (-1.305, -0.580, -4.291)  -0.12
H (0.577, 5.119, 2.257)  0.09
H (-2.178, 2.461, 4.224)  0.09
H (0.872, -0.328, 2.038)  0.06
C (-4.242, 4.627, -0.364)  -0.09
H (-1.114, 5.589, 2.421)  0.07
H (4.775, -3.979, -0.812)  0.08
H (2.675, -2.187, -3.348)  0.08
C (0.499, 2.889, 3.826)  -0.08
H (-2.624, 4.253, 1.395)  0.08
H (2.268, -0.080, 3.753)  0.08
C (2.415, -3.522, 3.581)  -0.06
C (2.714, -2.104, 3.075)  -0.56
H (2.431, -1.275, 5.048)  0.08
H (4.607, -1.980, 4.150)  0.07
H (0.696, 3.387, 4.780)  0.08
C (-1.014, 2.913, 1.781)  -0.20
H (1.314, -5.191, -1.507)  0.09
H (4.246, -2.204, -2.528)  0.08
C (4.230, -1.866, 3.127)  -0.06
H (0.285, 1.838, 4.031)  0.08
H (-3.562, 5.460, -0.168)  0.08
C (2.829, -3.654, -1.754)  -0.54
Pd (-0.615, -0.214, -2.320)  1.05
C (1.288, -0.966, 1.279)  0.02
C (-3.215, -0.830, -6.374)  -0.26
N (-1.093, -2.829, -4.100)  0.16
C (2.705, -2.782, 0.644)  -0.03
C (-2.401, 2.879, -0.233)  -0.11
H (4.466, -0.858, 2.780)  0.09
O (-1.898, 1.277, -1.930)  -0.23
H (-4.144, 1.552, -1.890)  0.08
H (-5.399, 2.807, -1.974)  0.08
N (-3.721, 0.032, -6.955)  0.09
H (0.547, 1.447, 1.842)  0.07

Output
Net charge = -2
HOMO level = -0.037 Eh
Energy above the lowest of the compared OMol25 structures with the same formula, charge and spin = 0.000 eV
Max |F| = 0.2 eV Å⁻¹